Computed, not measured: a single C2H8N4 molecule in a non-equilibrium geometry, with ωB97M-V/def2-TZVPD.

Highest occupied orbital energy (alpha / beta), Ha: -0.2827 / -0.3098
F_max, eV/A: 1.55
E_tot, Eh: -299.85937

Last column: natural (NBO) charge in e.
Cartesian coordinates (Å):
C 1.5030 0.2609 0.7410  -0.43
N 0.6367 -0.4843 -0.1440  -0.24
N 0.9357 -0.5480 -1.4188  -0.31
H 0.4693 -1.3492 -1.8339  0.36
H 1.1215 0.2708 1.7615  0.21
H 2.4870 -0.2062 0.7483  0.21
H 1.6102 1.2980 0.3992  0.19
N -1.4398 0.5175 0.7100  -0.84
C -0.8690 -0.4726 -0.1173  0.21
N -1.1157 -0.2779 -1.5493  -0.64
H -1.1273 1.4656 0.5572  0.37
H -1.6194 0.2877 1.6769  0.38
H -1.3674 0.6945 -1.7313  0.33
H -1.2247 -1.4569 0.2005  0.18

Cartesian forces (eV/Å) of the 2 atoms listed first:
0.0206 0.3404 -0.3483
-0.9385 -0.6197 1.0676

Computed, not measured: a gas-phase ion, C4H16N10P (charge +1) in a non-equilibrium geometry, with ωB97M-V/def2-TZVPD.

Highest occupied orbital energy, Ha: -0.4342
SMILES: [H]/N=C(\N)[NH+]=P(N=C(N)N)(N=C(N)N)NC
Charge: +1
F_max, eV/A: 6.07
E_tot, Eh: -1050.76338

Last column: natural (NBO) charge in e.
Cartesian coordinates (Å):
C 2.7125 0.0357 0.1818  0.67
C -1.2842 0.9173 2.3439  0.68
C -0.1144 -1.7552 -1.5361  0.59
C -2.1137 0.9971 -1.2629  -0.43
N 1.5425 0.4427 0.5513  -0.99
N -0.9168 -0.1412 1.6583  -1.05
N -0.7164 1.3713 -0.8617  -0.82
N 3.6866 0.9871 0.1919  -0.77
N 3.0073 -1.2262 -0.0420  -0.79
N -1.9651 0.7942 3.4695  -0.75
N -1.0673 2.1840 1.8826  -0.80
N -0.9699 -2.5843 -2.2802  -0.83
N 0.7629 -0.9507 -1.9824  -0.78
N -0.2395 -1.7220 -0.1572  -0.98
P 0.0356 -0.1995 0.4004  2.16
H -2.0660 -0.0994 -1.5286  0.17
H -2.3766 1.5852 -2.1586  0.21
H -2.7615 1.1521 -0.4423  0.20
H 3.2862 1.8453 0.2525  0.40
H 4.5015 0.8343 -0.4862  0.40
H 2.1978 -1.9466 0.1828  0.43
H 4.0059 -1.5925 -0.0552  0.43
H -2.3723 -0.0010 3.8566  0.42
H -2.2369 1.6201 3.9943  0.40
H -0.5716 2.3083 1.0215  0.45
H -1.6441 2.9610 2.2899  0.41
H -0.8084 -2.5665 -3.2406  0.40
H -1.0706 -3.5941 -1.8538  0.40
H 0.7608 -0.7484 -3.0067  0.38
H -0.2421 1.2989 -1.6944  0.35
H -0.9621 -2.2069 0.3119  0.45

Cartesian forces (eV/Å) of the 2 atoms listed first:
0.2775 0.6449 0.9679
0.2433 1.1506 -1.6617

Computed, not measured: 2 unconnected molecules or ions with the total composition C9H9N3O2 in a non-equilibrium geometry, with ωB97M-V/def2-TZVPD.

Highest occupied orbital energy (alpha / beta), Ha: -0.3499 / -0.3499
SMILES: N#C/C=[N+](\[O-])O.[H]/N=C\c1ccccc1
F_max, eV/A: 3.20
E_tot, Eh: -662.92582

Last column: natural (NBO) charge in e.
Cartesian coordinates (Å):
C 2.3662 -1.5330 -1.5123  0.22
C -0.2240 2.7571 2.0130  -0.21
C 0.3409 1.5781 2.4827  -0.19
C -1.0523 2.7247 0.9155  -0.20
C 0.1752 0.3930 1.7536  -0.17
C -1.3069 1.5415 0.1806  -0.19
C -0.6401 0.3548 0.5725  -0.13
C -0.6451 -0.8705 -0.1776  0.12
C 1.4439 -1.9510 -2.4482  -0.23
N 3.1109 -1.3117 -0.6580  -0.27
N -1.5117 -1.3767 -0.9332  -0.62
N 1.8797 -2.2638 -3.6748  0.43
O 0.9075 -2.8610 -4.4419  -0.51
O 2.9891 -2.0815 -4.1881  -0.42
H -0.0759 3.6516 2.5570  0.22
H 0.9230 1.5070 3.4489  0.22
H -1.6325 3.6471 0.5922  0.22
H 0.7582 -0.4380 1.9602  0.22
H -2.2445 1.5372 -0.4097  0.22
H 1.2722 -3.0214 -5.2917  0.49
H 0.3181 -1.4447 -0.2466  0.17
H 0.4077 -2.0863 -2.2071  0.28
H -2.4356 -0.8977 -0.9622  0.34

Cartesian forces (eV/Å) of the 2 atoms listed first:
1.4594 0.2801 1.2802
0.0297 -0.9019 0.2106

Computed, not measured: 2 unconnected molecules or ions with the total composition C2H8NOPS in a non-equilibrium geometry, with ωB97M-V/def2-TZVPD.

Highest occupied orbital energy, Ha: -0.3524
SMILES: CCP(=O)=S.N
F_max, eV/A: 4.74
E_tot, Eh: -950.53402

Last column: natural (NBO) charge in e.
Cartesian coordinates (Å):
C 0.5431 1.1787 0.6011  -0.65
C 1.2672 0.6362 -0.6567  -0.82
N -1.2629 -1.7098 -0.2125  -1.06
O 3.8482 1.2890 0.2552  -1.00
P 2.9527 0.2416 -0.1466  1.70
S 3.4758 -1.6173 -0.2631  -0.47
H 0.6309 0.4032 1.5577  0.23
H 0.9822 2.1748 1.0142  0.25
H -0.5134 1.3680 0.3713  0.23
H 1.3233 1.4090 -1.5752  0.27
H 0.9204 -0.3253 -1.0079  0.26
H -1.3726 -1.7773 -1.2114  0.36
H -0.7005 -0.8106 -0.0812  0.35
H -2.1194 -1.6756 0.2044  0.36

Cartesian forces (eV/Å) of the 2 atoms listed first:
0.5209 0.0194 2.5113
0.7537 2.0198 -0.9050

Q: F_max of number 3 (C9H9N3O2)?
A: 3.20 eV/A